# 1
The following is a DFT calculation (ωB97M-V with the def2-TZVPD basis set) of C11H8NO5Tl as an isolated structure in a non-equilibrium geometry.

Results
- total charge = +2
- E_LUMO (eV) = -8.09
- E (hartree) = -1026.6622
- orbital gap (eV) = 8.34

Last column: Mulliken charge in e.
Cartesian coordinates (Å):
O  -0.020  3.666  -2.194  -0.0652
C  -0.022  2.553  -1.989  0.1452
Tl  0.008  0.007  -2.117  1.1300
C  0.025  -2.530  -2.078  0.1434
O  0.025  -3.654  -2.256  -0.0672
C  0.003  -0.020  -4.585  0.2498
O  -0.098  -1.103  -5.040  -0.2301
C  2.524  0.001  -2.311  0.1004
O  3.639  0.063  -2.527  -0.0588
C  -2.521  0.012  -2.309  0.0930
O  -3.636  -0.003  -2.525  -0.0531
H  0.101  1.142  -4.706  0.3312
C  0.004  0.002  4.478  -1.3652
C  -0.013  -0.016  2.983  1.1228
C  1.089  0.539  2.296  -0.8225
C  1.035  0.512  0.897  -0.0426
N  -0.001  -0.016  0.213  -0.2341
C  -1.044  -0.543  0.887  -0.1228
C  -1.112  -0.574  2.288  -0.8347
H  0.880  -0.551  4.840  0.3563
H  0.084  1.039  4.830  0.3613
H  -0.924  -0.461  4.827  0.3512
H  1.969  0.981  2.820  0.4091
H  1.816  0.909  0.247  0.3855
H  -1.816  -0.939  0.225  0.3800
H  -1.996  -1.017  2.805  0.3368



# 2
The following is a DFT calculation (ωB97M-V with the def2-TZVPD basis set) of C11H9AsBF6NO2PPdS5 as an isolated structure.

Results
- total charge = -2
- E_LUMO (spin up / spin down) (eV) = 3.87 / 3.86
- ⟨S²⟩ = 0.76
- E (hartree) = -5950.3041
- spin multiplicity = 2
- orbital gap (spin up / spin down) (eV) = 5.65 / 5.62

Last column: Mulliken charge in e.
Cartesian coordinates (Å):
Pd  1.471  0.518  0.979  -0.1521
S  2.412  2.053  -3.298  -0.6272
As  2.949  2.431  -1.245  0.4793
S  3.531  0.467  -0.322  -0.5478
S  1.132  2.628  0.031  -0.4161
S  4.380  3.920  -0.898  -0.5787
O  -1.056  -0.039  -0.717  -0.4222
B  -0.412  -0.258  0.542  1.9914
O  -1.346  -0.021  1.588  -0.4931
C  -2.450  0.482  0.974  0.9325
C  -3.605  0.951  1.553  -1.0241
C  -4.604  1.418  0.693  -0.4351
C  -4.429  1.411  -0.683  -0.5236
C  -3.247  0.935  -1.261  -0.8601
C  -2.274  0.472  -0.408  0.2791
H  -3.716  0.966  2.629  0.4739
H  -5.525  1.805  1.113  0.3591
H  -5.213  1.794  -1.324  0.3539
H  -3.085  0.948  -2.330  0.4753
F  2.341  1.728  3.650  -0.3460
P  2.267  0.338  4.458  1.1687
F  3.674  0.658  5.189  -0.3718
F  3.043  -0.413  3.250  -0.3637
F  0.850  -0.004  3.717  -0.3694
F  1.463  1.065  5.664  -0.3892
F  2.170  -1.075  5.265  -0.3965
S  0.681  -1.914  0.667  -0.4918
C  0.761  -2.065  -1.087  0.4578
N  1.469  -1.201  -1.819  0.4441
C  1.507  -1.189  -3.154  -0.0422
C  0.801  -2.142  -3.860  -0.8260
C  0.075  -3.083  -3.139  -0.0889
C  0.047  -3.054  -1.756  -0.7415
H  2.081  -0.447  -1.310  -0.3248
H  2.074  -0.361  -3.572  0.2124
H  0.815  -2.128  -4.939  0.4042
H  -0.494  -3.843  -3.661  0.3666
H  -0.539  -3.752  -1.177  0.4337



ΔE to the lowest compared entry with this formula, charge and spin (eV)
0.165, 2.098